Entry 1:
Molecular formula: C6H7Br
Method: DFT, ωB97M-V with the def2-TZVPD basis set

CARTESIAN COORDINATES (ANGSTROEM)
C1 0.926 1.823 1.214
C2 -0.022 1.262 0.499
C3 -0.983 0.774 -0.201
C4 -1.752 -0.478 0.007
Br1 -1.546 1.792 -1.735
H1 1.960 1.803 1.034
H2 0.585 2.643 1.978
H3 -1.327 -1.231 -0.690
H4 -2.753 -0.373 -0.319
H5 -1.603 -0.851 1.042
C5 1.114 -1.601 -0.947
C6 2.124 -1.984 -0.441
H6 0.321 -1.334 -1.446
H7 2.956 -2.245 0.005

Values from the calculation:
energy relative to the best compared isomer or geometry (same formula, charge and spin)	74.91	kcal/mol
LUMO level	0.023	Ha
frontier orbital gap	9.89	eV
E_HOMO	-9.261	eV
structure (SMILES)	C=C=C(C)Br.C#C


Entry 2:
Molecular formula: C50H47MgN7O2PS3
Method: DFT, ωB97M-V with the def2-TZVPD basis set

CARTESIAN COORDINATES (ANGSTROEM)
Mg1 -10.717 -15.867 -12.036
S1 -9.287 -17.939 -11.984
C1 -8.651 -17.569 -10.450
N1 -7.457 -18.103 -10.124
C2 -6.868 -17.689 -8.741
C3 -7.977 -17.806 -7.717
N2 -9.058 -16.913 -8.118
C4 -9.901 -16.445 -7.041
C5 -9.178 -15.393 -6.210
C6 -8.782 -14.171 -6.771
C7 -8.357 -13.081 -5.996
C8 -8.134 -13.223 -4.669
C9 -8.419 -14.464 -4.066
C10 -8.882 -15.524 -4.837
C11 -9.276 -16.696 -9.462
S2 -10.162 -15.261 -9.730
C12 -6.459 -18.665 -11.087
C13 -5.793 -19.894 -10.559
C14 -6.632 -21.002 -10.227
C15 -6.081 -22.212 -9.903
C16 -4.707 -22.445 -9.987
C17 -3.904 -21.334 -10.228
C18 -4.430 -20.008 -10.336
H1 -6.343 -16.713 -8.778
H2 -6.101 -18.467 -8.560
H3 -7.658 -17.519 -6.696
H4 -8.416 -18.857 -7.637
H5 -10.135 -17.334 -6.368
H6 -10.874 -16.055 -7.413
H7 -8.943 -13.927 -7.818
H8 -8.181 -12.130 -6.509
H9 -7.714 -12.429 -4.097
H10 -8.351 -14.474 -2.984
H11 -9.085 -16.453 -4.302
H12 -5.722 -17.886 -11.303
H13 -7.093 -18.886 -11.980
H14 -7.714 -20.844 -10.269
H15 -6.658 -23.078 -9.537
H16 -4.304 -23.423 -9.851
H17 -2.786 -21.431 -10.331
H18 -3.768 -19.082 -10.392
C19 -12.510 -18.887 -8.597
C20 -12.234 -18.437 -10.109
C21 -12.518 -19.612 -11.076
C22 -12.984 -17.137 -10.435
C23 -14.558 -17.277 -10.399
O1 -14.906 -17.112 -11.801
C24 -13.835 -16.600 -12.514
N3 -12.691 -16.555 -11.841
C25 -14.119 -16.396 -13.891
C26 -15.402 -16.890 -14.349
C27 -15.759 -16.931 -15.682
C28 -14.899 -16.432 -16.673
C29 -13.654 -15.886 -16.232
C30 -13.315 -15.802 -14.865
P1 -11.842 -14.902 -14.358
C31 -10.631 -15.068 -15.716
C32 -9.611 -14.058 -15.868
C33 -8.525 -14.349 -16.708
C34 -8.380 -15.567 -17.345
C35 -9.437 -16.482 -17.324
C36 -10.559 -16.239 -16.480
C37 -12.277 -13.112 -14.196
C38 -13.453 -12.661 -14.768
C39 -13.904 -11.357 -14.553
C40 -13.163 -10.418 -13.826
C41 -11.889 -10.841 -13.419
C42 -11.483 -12.170 -13.480
H19 -11.857 -19.775 -8.344
H20 -13.569 -19.127 -8.448
H21 -12.343 -17.995 -7.971
H22 -11.137 -18.271 -10.183
H23 -13.341 -20.182 -10.733
H24 -11.672 -20.351 -11.045
H25 -12.745 -19.282 -12.123
H26 -12.695 -16.461 -9.664
H27 -14.882 -16.369 -9.873
H28 -14.931 -18.206 -9.974
H29 -16.159 -17.182 -13.616
H30 -16.721 -17.388 -15.861
H31 -15.201 -16.244 -17.716
H32 -12.898 -15.595 -16.949
H33 -9.776 -13.038 -15.491
H34 -7.690 -13.636 -16.809
H35 -7.473 -15.675 -17.875
H36 -9.558 -17.350 -17.996
H37 -11.313 -16.955 -16.531
H38 -13.974 -13.331 -15.473
H39 -14.907 -11.124 -14.913
H40 -13.572 -9.425 -13.661
H41 -11.138 -10.075 -13.105
H42 -10.550 -12.507 -13.036
O2 -9.101 -14.821 -12.629
N4 -8.776 -13.659 -12.186
C43 -7.585 -13.599 -11.580
C44 -7.315 -12.440 -10.840
N5 -7.469 -11.484 -10.204
C45 -6.822 -14.858 -11.564
N6 -6.241 -15.851 -11.621
S3 -12.591 -12.863 -10.271
C46 -11.803 -11.655 -9.431
N7 -10.518 -11.219 -9.687
C47 -9.960 -10.164 -9.051
C48 -10.613 -9.517 -8.048
C49 -11.880 -10.046 -7.598
C50 -12.410 -11.108 -8.270
H43 -9.931 -11.756 -10.338
H44 -8.927 -9.914 -9.359
H45 -10.077 -8.735 -7.489
H46 -12.315 -9.629 -6.658
H47 -13.410 -11.480 -8.079

Values from the calculation:
LUMO level	-0.145	Ha
frontier orbital gap	5.71	eV
total charge	+1
E_HOMO	-9.644	eV


Entry 3:
Molecular formula: C15H37N3O4
Method: DFT, ωB97M-V with the def2-TZVPD basis set

CARTESIAN COORDINATES (ANGSTROEM)
N1 1.731 -1.524 1.909
C1 0.556 -1.805 0.953
N2 0.954 -1.411 -0.468
N3 0.256 -3.287 0.973
C2 -0.734 -0.849 1.383
O1 -1.860 -1.588 1.967
C3 -2.874 -1.972 0.982
O2 -3.249 -1.303 -0.108
O3 -3.629 -3.239 1.262
O4 -2.668 -4.117 1.427
H1 1.487 -1.851 2.890
H2 2.554 -2.098 1.589
H3 0.121 -1.136 -1.040
H4 1.328 -2.316 -0.879
H5 -0.320 -3.576 0.133
H6 1.208 -3.747 0.847
H7 -1.021 -0.108 0.513
H8 -0.312 -0.151 2.256
H9 -2.373 -4.325 0.479
C4 4.366 -2.449 -2.015
C5 4.266 -0.939 -1.865
C6 4.012 -0.216 -3.189
C7 5.117 -0.370 -4.242
C8 6.509 0.089 -3.801
C9 6.575 1.573 -3.473
H10 5.211 -2.737 -2.646
H11 4.511 -2.915 -1.034
H12 3.450 -2.859 -2.451
H13 5.172 -0.555 -1.385
H14 3.438 -0.711 -1.182
H15 3.852 0.849 -2.984
H16 3.073 -0.582 -3.621
H17 4.823 0.195 -5.136
H18 5.176 -1.418 -4.556
H19 7.216 -0.119 -4.613
H20 6.852 -0.494 -2.940
H21 6.279 2.177 -4.337
H22 7.597 1.852 -3.200
H23 5.925 1.830 -2.632
C10 -4.311 0.373 3.503
C11 -5.354 1.468 3.345
C12 -5.676 1.790 1.884
C13 -4.502 2.331 1.058
C14 -3.847 3.601 1.608
C15 -4.792 4.792 1.653
H24 -3.349 0.666 3.072
H25 -4.148 0.160 4.565
H26 -4.640 -0.552 3.020
H27 -5.026 2.369 3.873
H28 -6.277 1.143 3.839
H29 -6.502 2.509 1.855
H30 -6.051 0.883 1.394
H31 -4.858 2.528 0.039
H32 -3.735 1.554 0.963
H33 -2.994 3.857 0.966
H34 -3.434 3.420 2.606
H35 -5.181 5.019 0.654
H36 -4.263 5.678 2.018
H37 -5.638 4.612 2.322

Values from the calculation:
energy relative to the best compared isomer or geometry (same formula, charge and spin)	71.24	kcal/mol
LUMO level	0.005	Ha
frontier orbital gap	9.66	eV
E_HOMO	-9.517	eV
structure (SMILES)	NC(N)(N)COC(=O)OO.CCCCCC.CCCCCC


Entry 4:
Molecular formula: C5H12N2O
Method: DFT, ωB97M-V with the def2-TZVPD basis set

CARTESIAN COORDINATES (ANGSTROEM)
C1 -0.907 -1.540 1.903
C2 -1.183 -2.441 0.982
C3 -0.385 0.657 2.465
N1 -0.666 -0.191 1.574
H1 -0.846 -1.786 2.960
H2 -1.314 -2.243 -0.071
H3 -1.437 -3.440 1.314
H4 -0.184 1.674 2.147
H5 -0.321 0.353 3.505
H6 -0.771 0.147 0.293
C4 0.087 1.237 -1.325
O1 -0.971 0.563 -0.736
C5 1.128 0.324 -1.972
N2 2.445 0.973 -2.091
H7 -0.325 1.884 -2.113
H8 0.661 1.866 -0.618
H9 1.290 -0.528 -1.305
H10 0.730 -0.046 -2.924
H11 2.997 0.406 -2.723
H12 2.385 1.892 -2.510

Values from the calculation:
energy relative to the best compared isomer or geometry (same formula, charge and spin)	80.45	kcal/mol
LUMO level	0.001	Ha
frontier orbital gap	8.64	eV
E_HOMO	-8.619	eV


Entry 5:
Molecular formula: C52H71CaN11O7S2
Method: DFT, ωB97M-V with the def2-TZVPD basis set

CARTESIAN COORDINATES (ANGSTROEM)
Ca1 0.121 -0.752 0.288
C1 0.607 -5.220 5.070
C2 0.911 -3.719 5.104
C3 0.087 -2.948 4.113
C4 -1.071 -2.242 4.245
C5 -1.944 -1.927 5.427
C6 -1.516 -2.449 6.793
C7 -1.404 -1.736 2.905
C8 -2.511 -0.955 2.567
C9 -2.892 -0.440 1.312
C10 -4.107 0.325 1.034
C11 -5.144 0.701 2.046
C12 -6.128 -0.437 2.335
C13 -4.096 0.605 -0.301
C14 -2.878 0.009 -0.836
C15 -2.442 0.077 -2.161
C16 -1.256 -0.425 -2.720
N1 -0.265 -1.038 -2.027
C17 0.698 -1.418 -2.894
C18 1.843 -2.169 -2.554
C19 2.182 -2.734 -1.325
N2 1.464 -2.600 -0.184
C20 2.064 -3.313 0.790
C21 1.614 -3.417 2.113
C22 0.466 -2.863 2.694
N3 -0.458 -2.147 2.034
C23 3.271 -3.943 0.248
C24 3.347 -3.577 -1.057
C25 4.391 -3.959 -2.058
C26 3.970 -5.150 -2.924
C27 4.252 -4.763 1.025
C28 5.233 -3.884 1.806
C29 0.331 -0.988 -4.233
C30 -0.887 -0.376 -4.124
C31 -1.727 0.195 -5.223
C32 -2.705 -0.822 -5.815
C33 1.167 -1.145 -5.465
C34 2.305 -0.122 -5.522
N4 -2.199 -0.589 0.168
C35 -5.099 1.374 -1.102
C36 -6.103 0.470 -1.824
H1 1.233 -5.765 5.782
H2 0.788 -5.626 4.074
H3 -0.440 -5.410 5.316
H4 1.968 -3.548 4.876
H5 0.769 -3.345 6.116
H6 -2.954 -2.294 5.213
H7 -2.042 -0.838 5.488
H8 -1.389 -3.533 6.792
H9 -2.273 -2.202 7.540
H10 -0.576 -2.001 7.118
H11 -3.174 -0.703 3.388
H12 -5.694 1.579 1.698
H13 -4.652 0.999 2.976
H14 -6.654 -0.730 1.425
H15 -6.870 -0.145 3.083
H16 -5.597 -1.317 2.703
H17 -3.103 0.601 -2.846
H18 2.529 -2.372 -3.370
H19 2.266 -3.965 2.783
H20 5.324 -4.190 -1.540
H21 4.612 -3.098 -2.696
H22 3.800 -6.032 -2.304
H23 4.733 -5.394 -3.668
H24 3.037 -4.934 -3.447
H25 4.801 -5.418 0.342
H26 3.719 -5.424 1.715
H27 5.806 -3.253 1.124
H28 5.930 -4.489 2.393
H29 4.700 -3.218 2.485
H30 -1.078 0.580 -6.018
H31 -2.293 1.046 -4.833
H32 -2.169 -1.679 -6.228
H33 -3.313 -0.380 -6.610
H34 -3.374 -1.195 -5.039
H35 0.537 -1.040 -6.353
H36 1.583 -2.156 -5.508
H37 1.902 0.893 -5.564
H38 2.944 -0.274 -6.396
H39 2.925 -0.186 -4.627
H40 -4.578 1.997 -1.836
H41 -5.637 2.068 -0.450
H42 -5.583 -0.233 -2.478
H43 -6.799 1.054 -2.432
H44 -6.680 -0.117 -1.107
N5 4.718 0.056 0.140
C37 5.048 1.495 0.200
C38 4.095 2.247 1.128
O1 4.493 2.414 2.329
N6 2.945 2.551 0.583
C39 1.932 3.031 1.491
C40 0.996 1.945 2.057
O2 0.245 2.261 2.996
O3 1.037 0.803 1.512
H45 3.734 -0.007 -0.119
H46 4.741 -0.299 1.095
H47 5.005 1.910 -0.810
H48 6.066 1.593 0.583
H49 1.268 3.743 0.980
H50 2.359 3.569 2.346
S1 3.849 -1.115 3.943
C41 2.937 0.130 4.653
N7 3.256 1.414 4.531
C42 2.485 2.515 5.102
C43 1.601 2.032 6.239
C44 0.857 0.791 5.773
N8 1.863 -0.205 5.426
H51 3.872 1.672 3.739
H52 1.846 2.946 4.333
H53 3.193 3.273 5.446
H54 0.899 2.823 6.510
H55 2.198 1.779 7.121
H56 0.226 1.037 4.913
H57 0.243 0.380 6.580
H58 1.544 -1.142 5.232
C45 -3.737 3.456 -6.725
C46 -2.300 3.668 -6.270
S2 -2.280 4.226 -4.573
O4 -2.641 5.622 -4.568
O5 -3.044 3.292 -3.786
C47 -0.553 4.091 -4.147
C48 -0.216 4.801 -2.835
N9 -0.678 4.077 -1.666
C49 -0.211 2.851 -1.290
N10 -0.943 2.331 -0.320
C50 -1.913 3.223 -0.043
C51 -1.790 4.308 -0.869
N11 -2.526 5.509 -0.815
O6 -2.096 6.498 -1.405
O7 -3.560 5.504 -0.163
C52 1.003 2.213 -1.856
H59 -3.747 3.132 -7.765
H60 -4.312 4.378 -6.643
H61 -4.218 2.691 -6.117
H62 -1.786 4.431 -6.854
H63 -1.729 2.741 -6.307
H64 -0.011 4.571 -4.965
H65 -0.300 3.029 -4.117
H66 -0.642 5.800 -2.820
H67 0.867 4.892 -2.769
H68 -2.635 3.072 0.742
H69 1.484 2.829 -2.614
H70 0.748 1.247 -2.299
H71 1.738 2.074 -1.043

Values from the calculation:
energy relative to the best compared isomer or geometry (same formula, charge and spin)	0.00	kcal/mol
LUMO level	0.116	Ha
frontier orbital gap	5.17	eV
total charge	-2
E_HOMO	-2.002	eV


Entry 6:
Molecular formula: C12H20AsCoF6N4O2S4
Method: DFT, ωB97M-V with the def2-TZVPD basis set

CARTESIAN COORDINATES (ANGSTROEM)
Co1 -0.152 0.277 0.837
N1 -3.180 1.848 1.451
C1 -2.024 2.462 1.650
N2 -0.817 1.955 1.473
C2 0.174 2.870 1.762
C3 -0.278 4.101 2.145
S1 -1.984 4.143 2.163
C4 1.502 2.330 1.700
C5 2.703 2.838 2.107
S2 3.931 1.646 2.026
C6 2.753 0.488 1.447
N3 1.550 1.014 1.295
N4 3.042 -0.777 1.187
H1 -3.219 0.849 1.298
H2 -4.039 2.306 1.718
H3 0.300 4.959 2.421
H4 2.921 3.828 2.452
H5 3.933 -1.176 1.434
H6 2.264 -1.366 0.901
F1 -1.800 -0.741 1.076
As1 -1.580 -1.555 3.011
F2 -2.435 -2.862 2.315
F3 -2.971 -0.562 3.253
F4 -1.456 -2.067 4.591
F5 -0.559 -0.080 3.213
F6 -0.049 -2.280 2.513
O1 0.560 -1.308 0.087
S3 -0.192 -2.655 -0.104
C7 -0.666 -2.606 -1.854
C8 0.656 -2.580 -2.592
C9 1.484 -3.713 -1.987
C10 1.195 -3.777 -0.483
H7 -1.306 -1.747 -2.032
H8 -1.221 -3.525 -2.032
H9 1.142 -1.615 -2.428
H10 0.525 -2.725 -3.664
H11 2.544 -3.560 -2.180
H12 1.202 -4.656 -2.453
H13 2.039 -3.492 0.138
H14 0.867 -4.767 -0.172
C11 0.571 2.027 -3.371
S4 -0.566 0.875 -2.537
C12 -2.112 1.743 -2.963
O2 -0.382 1.194 -1.061
H15 0.341 3.052 -3.093
H16 0.466 1.892 -4.442
H17 1.584 1.780 -3.072
H18 -2.285 1.646 -4.031
H19 -2.042 2.790 -2.685
H20 -2.935 1.280 -2.427

Values from the calculation:
energy relative to the best compared isomer or geometry (same formula, charge and spin)	20.59	kcal/mol
LUMO level (spin up / spin down)	-0.241 / -0.354	Ha
frontier orbital gap (spin up / spin down)	8.45 / 5.04	eV
total charge	+2
multiplicity	3
E_HOMO (spin up / spin down)	-15.015 / -14.684	eV
<S²>	2.041


Entry 7:
Molecular formula: C2H8NO
Method: DFT, ωB97M-V with the def2-TZVPD basis set

CARTESIAN COORDINATES (ANGSTROEM)
O1 0.967 -1.886 1.786
H1 0.295 -2.051 2.411
C1 -0.887 1.337 -0.158
N1 -0.660 -0.085 -0.115
C2 0.569 -0.508 -0.886
H2 -0.110 1.873 0.408
H3 -1.881 1.640 0.141
H4 -0.642 1.781 -1.214
H5 -0.512 -0.275 0.973
H6 0.813 -1.570 -1.202
H7 0.623 0.040 -1.853
H8 1.425 -0.295 -0.290

Values from the calculation:
energy relative to the best compared isomer or geometry (same formula, charge and spin)	35.55	kcal/mol
LUMO level	0.155	Ha
frontier orbital gap	6.61	eV
total charge	-1
E_HOMO	-2.386	eV


Entry 8:
Molecular formula: C30H34BrF4N6PPt
Method: DFT, ωB97M-V with the def2-TZVPD basis set

CARTESIAN COORDINATES (ANGSTROEM)
Pt1 -0.027 -0.171 -0.909
C1 -2.757 2.548 -1.224
N1 -2.693 1.869 -2.509
C2 -3.811 1.946 -3.474
C3 -3.285 1.147 -4.680
N2 -1.904 0.810 -4.277
C4 -1.009 0.081 -5.166
C5 -1.670 1.245 -3.059
N3 -0.426 1.082 -2.427
C6 0.495 2.199 -2.631
C7 1.893 1.768 -2.224
N4 1.823 0.800 -1.139
C8 3.062 0.545 -0.528
N5 3.906 -0.369 -0.958
C9 3.788 -1.230 -2.127
C10 5.149 -0.314 -0.156
C11 4.842 0.781 0.886
N6 3.484 1.227 0.510
C12 2.836 2.358 1.162
H1 -3.644 2.215 -0.688
H2 -2.816 3.627 -1.371
H3 -1.877 2.304 -0.631
H4 -4.009 2.990 -3.714
H5 -4.709 1.514 -3.034
H6 -3.267 1.730 -5.600
H7 -3.844 0.229 -4.861
H8 -0.887 0.637 -6.094
H9 -1.431 -0.897 -5.394
H10 -0.038 -0.043 -4.692
H11 0.167 3.052 -2.024
H12 0.482 2.528 -3.674
H13 2.513 2.624 -1.938
H14 2.410 1.282 -3.065
H15 2.780 -1.171 -2.531
H16 4.001 -2.260 -1.841
H17 4.505 -0.927 -2.890
H18 5.987 -0.058 -0.803
H19 5.340 -1.287 0.292
H20 5.530 1.623 0.832
H21 4.829 0.404 1.907
H22 2.783 2.169 2.233
H23 1.826 2.482 0.776
H24 3.413 3.266 0.985
F1 -0.424 -6.768 2.443
C13 -0.425 -5.492 2.221
C14 -0.717 -4.573 3.200
F2 -1.012 -4.919 4.405
C15 -0.695 -3.171 2.881
F3 -0.990 -2.383 3.859
C16 -0.385 -2.644 1.604
P1 -0.543 -0.816 1.297
C17 0.432 -0.063 2.606
C18 0.037 1.160 3.152
C19 0.774 1.722 4.185
C20 1.907 1.078 4.666
C21 2.323 -0.123 4.099
C22 1.592 -0.693 3.068
C23 -2.304 -0.544 1.542
C24 -3.129 -0.742 0.427
C25 -4.504 -0.638 0.552
C26 -5.063 -0.325 1.787
C27 -4.250 -0.125 2.895
C28 -2.872 -0.244 2.783
C29 -0.101 -3.579 0.643
Br1 0.315 -3.161 -1.128
C30 -0.119 -4.996 0.946
F4 0.163 -5.833 0.012
H25 -0.854 1.664 2.798
H26 0.452 2.655 4.630
H27 2.463 1.507 5.489
H28 3.201 -0.627 4.482
H29 1.915 -1.642 2.650
H30 -2.700 -1.000 -0.540
H31 -5.144 -0.812 -0.303
H32 -6.138 -0.243 1.887
H33 -4.690 0.116 3.854
H34 -2.256 -0.100 3.660

Values from the calculation:
energy relative to the best compared isomer or geometry (same formula, charge and spin)	0.00	kcal/mol
LUMO level (spin up / spin down)	-0.406 / -0.546	Ha
frontier orbital gap (spin up / spin down)	8.30 / 4.63	eV
total charge	+4
multiplicity	5
E_HOMO (spin up / spin down)	-19.348 / -19.495	eV
<S²>	6.040


Entry 9:
Molecular formula: C3H4N2S2
Method: DFT, ωB97M-V with the def2-TZVPD basis set

CARTESIAN COORDINATES (ANGSTROEM)
C1 0.518 1.903 0.163
C2 2.323 -0.045 0.372
C3 0.085 -0.439 0.104
N1 1.281 -0.755 0.154
N2 -2.643 -1.126 0.021
S1 2.133 1.691 0.316
S2 -1.133 -0.828 -0.980
H1 0.027 2.942 0.169
H2 3.425 -0.502 0.461
H3 -3.220 -0.668 -0.719
H4 -2.794 -2.171 -0.062

Values from the calculation:
energy relative to the best compared isomer or geometry (same formula, charge and spin)	135.86	kcal/mol
LUMO level (spin up / spin down)	-0.011 / -0.011	Ha
frontier orbital gap (spin up / spin down)	7.57 / 7.57	eV
E_HOMO (spin up / spin down)	-7.863 / -7.863	eV


Number 1: E -2806.6642 a.u.. Number 2: E -4203.0595 a.u.. Number 3: E -1058.7519 a.u.. Number 4: E -382.3743 a.u.. Number 5: E -4627.3076 a.u.. Number 6: E -6648.8468 a.u.. Number 7: E -210.9276 a.u.. Number 8: E -4924.6820 a.u.. Number 9: E -1022.3991 a.u..